(1)
C39H42LuN4O11P3S2 | the ωB97M-V functional and the def2-TZVPD basis

ORCA input file:
```
! wB97M-V def2-TZVPD RIJCOSX def2/J DEFGRID3
* xyz 0 1
Lu 0.3704 0.3014 0.3557
O 3.1798 -0.9008 2.4144
C 2.0396 -1.3099 2.4208
O 1.2680 -1.4340 1.3620
C 1.3702 -1.7636 3.6973
C 2.1847 -2.1217 4.7660
C 1.6317 -2.5978 5.9435
C 0.2514 -2.7178 6.0554
C -0.5653 -2.3480 4.9985
C -0.0251 -1.8559 3.8097
P -1.1349 -1.3973 2.3946
C -1.7022 -3.1288 2.0461
C -0.7543 -4.0036 1.5027
C -1.0946 -5.3089 1.1724
C -2.3890 -5.7722 1.3805
C -3.3352 -4.9189 1.9307
C -2.9963 -3.6091 2.2593
C -2.5933 -0.6191 3.1937
C -3.7006 -0.3820 2.3687
C -4.7758 0.3739 2.8075
C -4.7482 0.9460 4.0748
C -3.6354 0.7653 4.8810
C -2.5652 -0.0092 4.4435
H 3.2562 -2.0210 4.6434
H 2.2717 -2.8810 6.7715
H -0.1903 -3.1003 6.9691
H -1.6411 -2.4497 5.0958
H 0.2599 -3.6505 1.3361
H -0.3417 -5.9678 0.7532
H -2.6536 -6.7927 1.1287
H -4.3426 -5.2739 2.1182
H -3.7462 -2.9686 2.6999
H -3.7037 -0.7774 1.3562
H -5.6309 0.5310 2.1583
H -5.5808 1.5469 4.4205
H -3.5856 1.2424 5.8523
H -1.6923 -0.1091 5.0782
O 1.5390 3.6719 -0.7236
P 2.0100 2.9805 0.6568
O 3.1665 3.6796 1.2148
O 2.0420 1.4790 0.3604
O 0.6756 3.2606 1.5567
P -0.1955 2.2555 2.4926
O 0.9334 1.2058 2.9929
O -0.8472 2.9980 3.5688
O -0.9790 1.3832 1.5257
H 1.8468 4.5869 -0.7084
H 1.5838 1.6543 3.5522
N 3.5955 -1.3605 -3.1539
C 3.9587 -2.7206 -3.0560
C 4.6323 -3.3385 -4.0950
C 4.9856 -4.6801 -3.9984
C 4.6459 -5.4046 -2.8682
C 3.9530 -4.7802 -1.8353
C 3.6203 -3.4378 -1.9190
S 2.8101 -2.6640 -0.5561
N 2.2185 -1.2128 -1.2378
C 2.6645 -0.7614 -2.3356
C 2.1035 0.5311 -2.8501
C 2.7171 1.2157 -3.8862
C 2.1244 2.3633 -4.3937
C 0.9432 2.7890 -3.8368
C 0.4300 2.0730 -2.7666
N 0.9795 0.9677 -2.2701
H 3.7569 -0.9376 -4.0461
H 4.8945 -2.7664 -4.9803
H 5.5255 -5.1504 -4.8099
H 4.9164 -6.4499 -2.7833
H 3.6805 -5.3379 -0.9430
H 3.6677 0.8948 -4.2877
H 2.5918 2.9087 -5.2039
H 0.4346 3.6768 -4.1890
H -0.4659 2.4046 -2.2723
O -1.7422 1.1467 -1.0656
C -2.8516 1.6339 -0.8982
C -3.9288 1.5290 -1.9489
C -4.3006 2.9766 -2.3671
C -3.1529 4.0156 -2.2604
C -2.9288 4.6651 -0.8763
C -2.3632 3.7137 0.1809
N -3.1550 2.4719 0.1369
H -4.8055 0.9972 -1.5672
H -3.5258 0.9604 -2.7847
H -5.1431 3.3315 -1.7671
H -4.6580 2.9478 -3.3971
H -3.3730 4.8183 -2.9651
H -2.2171 3.5618 -2.6079
H -3.8881 5.0635 -0.5252
H -2.2573 5.5216 -0.9835
H -2.3892 4.1402 1.1825
H -1.3276 3.4603 -0.0369
H -4.1444 2.6642 0.2000
C -2.2834 -3.2885 -1.5043
S -0.6037 -2.7467 -1.3521
C -0.2795 -2.4421 -3.0969
O -0.7342 -1.3638 -0.7514
H -2.8593 -2.4729 -1.9483
H -2.6363 -3.5195 -0.4971
H -2.3025 -4.1856 -2.1272
H 0.6950 -2.8639 -3.3503
H -0.2640 -1.3551 -3.1933
H -1.0580 -2.8801 -3.7208
*
```

Results
relative energy (zero: lowest compared OMol25 entry of this formula, charge and spin): 28.4 kcal per mole



(2)
C18H46MnO13P2 | the ωB97M-V functional and the def2-TZVPD basis

ORCA input file:
```
! wB97M-V def2-TZVPD RIJCOSX def2/J DEFGRID3
* xyz 0 6
Mn -3.8037 0.5426 -13.8587
O -2.9200 -1.2319 -14.1071
H -2.5604 -2.1253 -14.2716
O -2.9236 2.3033 -14.0018
H -2.2366 2.9686 -14.2020
C -6.0870 2.1245 -13.4695
O -5.7902 0.7584 -13.4997
C -6.9414 -0.0638 -13.2068
C -6.6438 -1.5508 -13.1530
O -6.4442 -1.8078 -14.5648
C -6.2190 -3.2538 -14.8648
C -7.4968 -4.0843 -14.6662
O -8.6063 -3.6190 -15.5744
C -9.7835 -4.4990 -15.4925
H -6.5962 2.4738 -14.3678
H -5.3217 2.8985 -13.4122
H -6.7410 2.2947 -12.6143
H -7.7631 0.2020 -13.8718
H -7.1614 0.2363 -12.1822
H -7.4673 -2.0922 -12.6875
H -5.7477 -1.7730 -12.5735
H -5.3437 -3.6113 -14.3224
H -5.9795 -3.2032 -15.9270
H -8.0008 -4.0039 -13.7030
H -7.2510 -5.1237 -14.8833
H -9.4563 -5.5289 -15.6347
H -10.5097 -4.2713 -16.2729
H -10.3366 -4.2720 -14.5811
C -1.6106 1.0377 -19.3087
C -2.5012 0.8531 -18.0616
O -3.8169 0.4824 -18.3415
P -5.0408 0.9738 -17.3904
O -4.7041 0.7794 -15.9670
O -5.3633 2.5466 -17.8615
C -5.1969 3.6379 -17.1526
C -5.9849 4.5568 -18.0855
O -6.3869 0.1137 -17.8390
C -7.6648 0.7314 -17.7545
C -8.5406 -0.0668 -16.9124
H -1.9428 1.8830 -19.9113
H -0.6068 1.2812 -18.9604
H -1.4458 0.1449 -19.9119
H -2.1049 0.0131 -17.4911
H -2.4795 1.7281 -17.4120
H -5.5841 3.5542 -16.1371
H -4.1268 3.7592 -16.9842
H -6.9864 4.1510 -18.2278
H -6.0561 5.5884 -17.7406
H -5.4910 4.7512 -19.0376
H -7.6380 1.7641 -17.4069
H -8.0330 0.8743 -18.7704
H -8.0547 -0.7030 -16.1726
H -9.2463 0.5521 -16.3583
H -9.1440 -0.7647 -17.4929
C -7.1566 -0.9822 -8.6217
C -5.6624 -0.9400 -8.5306
O -5.3244 -0.4197 -9.8657
P -3.9620 0.3248 -10.3274
O -3.9076 0.3745 -11.8248
O -4.1439 1.7603 -9.4615
C -3.4312 2.9430 -9.5540
C -3.4183 3.7048 -10.8946
O -2.9185 -0.5705 -9.4565
C -1.7169 -1.0194 -9.8932
C -0.8378 0.2191 -10.2439
H -7.6463 -1.5347 -9.4236
H -7.5472 -1.4096 -7.6981
H -7.5268 0.0419 -8.6700
H -5.4308 -0.3263 -7.6600
H -5.2155 -1.8868 -8.2277
H -3.9332 3.5624 -8.8109
H -2.3992 2.7593 -9.2549
H -2.7658 3.0271 -11.4452
H -4.4152 3.7289 -11.3347
H -2.9014 4.6550 -11.0285
H -1.2654 -1.8453 -9.3434
H -1.8795 -1.5730 -10.8179
H 0.1898 -0.0812 -10.4491
H -1.2128 0.5968 -11.1951
H -0.6198 0.9764 -9.4909
*
```

Results
electronic energy: -3525.2986 Ha



no.,maximum force (eV Å⁻¹)
1,3.8
2,8.9